# C5H11NO

2 unconnected molecules or ions with the total composition C5H11NO at a distorted geometry (the ωB97M-V functional and the def2-TZVPD basis, the Open Molecules 2025 dataset).

Calculated values
DFT total energy: -327.00853 Eh
Relative energy (zero: lowest compared OMol25 entry of this formula, charge and spin): 3.342 eV
Structure (SMILES): [H]/N=C\C=O.CCC
E_HOMO: -9.41 eV
Kohn-Sham gap: 0.3637 hartree

Each line ends with the Mulliken charge.
Geometry (Å):
H: 2.4684 0.4545 2.2589  0.249
N: 1.6137 0.2523 2.7837  -0.592
C: 0.7275 -0.3368 2.1202  -0.184
C: 0.9076 -1.0665 0.6440  0.093
O: 0.2733 -2.0640 0.3887  -0.482
H: -0.2034 -0.6320 2.6018  0.406
H: 1.9373 -0.8730 0.2979  0.313
C: 0.0850 0.1134 -2.0183  -1.248
C: -0.3160 0.6928 -0.6716  0.397
C: -1.7664 0.3933 -0.3269  -1.281
H: -0.0140 -0.9718 -2.0084  0.309
H: -0.5731 0.4833 -2.8057  0.406
H: 1.1086 0.3788 -2.2809  0.325
H: -0.1340 1.7719 -0.6708  0.420
H: 0.2753 0.4628 0.4085  -0.166
H: -1.8884 -0.6815 -0.1900  0.274
H: -2.0666 0.8990 0.5911  0.345
H: -2.4348 0.7235 -1.1220  0.415

=====

# C5H11NO

A single C5H11NO molecule at a distorted geometry (the ωB97M-V functional and the def2-TZVPD basis, the Open Molecules 2025 dataset).

Calculated values
DFT total energy: -327.00982 Eh
Relative energy (zero: lowest compared OMol25 entry of this formula, charge and spin): 3.307 eV
Structure (SMILES): CC[C@H](C=O)NC
E_HOMO: -8.85 eV
Kohn-Sham gap: 0.3599 hartree

Each line ends with the Mulliken charge.
Geometry (Å):
C: -0.4900 -2.1619 -0.7452  -1.245
C: 0.2750 -0.9552 -0.9172  -0.227
C: 0.0364 -0.0699 0.2350  0.137
C: -1.3350 0.6837 0.2227  -0.183
O: -2.2916 0.8661 -0.5917  -0.516
N: 0.9696 1.0255 0.4803  -0.414
C: 2.2974 0.8804 1.1807  -0.817
H: -0.6012 -2.8596 -1.5133  0.358
H: 0.3097 -2.5920 -0.1600  0.378
H: -1.4314 -2.1019 -0.1817  0.269
H: 1.4224 -1.1001 -0.7631  0.119
H: 0.2620 -0.4235 -1.8426  0.360
H: -0.0762 -0.7673 1.1494  0.330
H: -1.4569 1.2769 1.1903  0.335
H: 0.8772 1.7197 -0.2358  0.238
H: 2.7302 1.8665 1.2878  0.323
H: 2.0238 0.4373 2.0757  0.277
H: 2.7828 0.1744 0.5084  0.279

=====

# C5H11NO

2 unconnected molecules or ions with the total composition C5H11NO at a distorted geometry (the ωB97M-V functional and the def2-TZVPD basis, the Open Molecules 2025 dataset).

Calculated values
DFT total energy: -327.03220 Eh
Relative energy (zero: lowest compared OMol25 entry of this formula, charge and spin): 2.698 eV
Structure (SMILES): C=CCNC=C.O
E_HOMO: -7.88 eV
Kohn-Sham gap: 0.3209 hartree

Each line ends with the Mulliken charge.
Geometry (Å):
C: -1.6811 -1.6404 -1.0875  -0.754
C: -1.4363 -0.3556 -0.8035  -0.002
C: -1.5333 0.0810 0.6505  -0.752
N: -0.2918 0.7717 1.0161  -0.248
C: 0.8291 0.0173 1.2721  0.066
C: 2.0721 0.4696 1.4661  -0.960
H: -1.2405 -2.0061 -2.0110  0.265
H: -2.3280 -2.2115 -0.4385  0.283
H: -1.0739 0.4117 -1.4683  0.318
H: -2.3472 0.8043 0.7675  0.289
H: -1.6367 -0.7015 1.3962  0.394
H: -0.1464 1.6581 0.5852  0.282
H: 0.6542 -1.0446 1.4121  0.260
H: 2.4408 1.4856 1.5475  0.268
H: 2.8929 -0.2354 1.5154  0.281
O: 1.2023 0.8013 -1.9637  -0.579
H: 1.8248 0.3040 -1.4257  0.312
H: 1.7989 1.3904 -2.4306  0.277

=====

# C5H11NO

2 unconnected molecules or ions with the total composition C5H11NO at a distorted geometry (the ωB97M-V functional and the def2-TZVPD basis, the Open Molecules 2025 dataset).

Calculated values
DFT total energy: -327.02888 Eh
Relative energy (zero: lowest compared OMol25 entry of this formula, charge and spin): 2.788 eV
Structure (SMILES): C=N/C=C/CC.O
E_HOMO: -8.71 eV
Kohn-Sham gap: 0.3540 hartree

Each line ends with the Mulliken charge.
Geometry (Å):
C: 0.8516 1.6822 1.9699  -0.441
N: -0.1661 1.1207 1.4887  -0.276
C: -0.2600 -0.2041 1.0324  -0.186
C: 0.4564 -0.4531 -0.1065  -0.339
C: 0.3724 -1.6091 -1.0309  -0.394
C: 0.9886 -1.1600 -2.4145  -1.162
H: 0.8078 2.6712 2.3744  0.286
H: 1.8366 1.2164 2.0372  0.283
H: -0.8746 -0.9228 1.5366  0.367
H: 1.1688 0.3350 -0.2869  0.259
H: 1.0151 -2.4044 -0.5878  0.244
H: -0.6070 -2.0634 -1.1682  0.339
H: 0.1910 -0.4785 -2.7213  0.294
H: 0.8454 -1.9679 -3.1270  0.348
H: 2.0036 -0.8291 -2.3175  0.365
O: -3.2828 1.7904 1.0233  -0.652
H: -2.5322 1.5423 0.4469  0.344
H: -2.8145 1.7342 1.8510  0.321

=====

# C5H11NO

2 unconnected molecules or ions with the total composition C5H11NO at a distorted geometry (the ωB97M-V functional and the def2-TZVPD basis, the Open Molecules 2025 dataset).

Calculated values
DFT total energy: -327.00992 Eh
Relative energy (zero: lowest compared OMol25 entry of this formula, charge and spin): 3.304 eV
Structure (SMILES): C=CCNC=C.O
E_HOMO: -7.90 eV
Kohn-Sham gap: 0.3263 hartree

Each line ends with the Mulliken charge.
Geometry (Å):
C: -1.6101 -0.9659 -1.6131  -0.649
C: -0.9266 0.1847 -1.5696  -0.185
C: -1.0609 1.1088 -0.3930  -0.706
N: 0.1179 1.0727 0.4844  -0.202
C: 0.1455 0.0727 1.4577  -0.018
C: 1.1076 -0.0792 2.3926  -0.908
H: -1.4026 -1.5668 -2.4949  0.263
H: -2.4620 -1.0956 -0.9712  0.274
H: -0.1527 0.4741 -2.2782  0.362
H: -1.0506 2.1121 -0.8228  0.331
H: -1.8988 0.8457 0.2422  0.409
H: 0.8386 1.7143 0.7818  0.210
H: -0.6974 -0.6094 1.4199  0.296
H: 1.5299 0.8013 2.8853  0.220
H: 1.4315 -1.0084 2.8379  0.271
O: 1.9293 -1.2491 -1.0695  -0.672
H: 1.3490 -0.6756 -0.5433  0.421
H: 2.8125 -1.1365 -0.7462  0.284

=====

# C5H11NO

A molecular structure, C5H11NO at a distorted geometry (the ωB97M-V functional and the def2-TZVPD basis, the Open Molecules 2025 dataset).

Calculated values
DFT total energy: -327.01890 Eh
Relative energy (zero: lowest compared OMol25 entry of this formula, charge and spin): 3.060 eV
E_HOMO: -8.40 eV
Kohn-Sham gap: 0.3200 hartree

Each line ends with the Mulliken charge.
Geometry (Å):
C: -0.3221 0.1986 0.4742  0.993
C: -0.2186 -0.7189 -1.7535  -1.005
C: -1.5326 1.0107 0.0999  -1.413
C: -0.0967 0.0385 1.9454  -1.326
N: 0.1769 -0.6502 -0.3740  -0.180
C: 2.0390 -0.3676 -0.2766  -0.069
O: 2.4855 -0.3671 -1.4117  -0.593
H: 1.8378 0.6245 0.2739  0.175
H: 2.1943 -1.1881 0.4422  0.227
H: 0.5688 -1.2745 -2.2709  0.348
H: -1.2140 -1.1611 -1.8299  0.350
H: -0.2218 0.2505 -2.2587  0.346
H: -2.3275 0.3517 -0.2552  0.335
H: -1.2753 1.6914 -0.7128  0.359
H: -1.9492 1.5469 0.9483  0.385
H: -0.0844 1.0134 2.4328  0.389
H: 0.8497 -0.4528 2.1477  0.327
H: -0.9099 -0.5461 2.3788  0.353